Here is a 12-piece molecular cluster, C24H72O24 overall from the OMol25 dataset. Energies are from ωB97M-V/def2-TZVPD.

Bonds (Å) are listed after each position.
Cartesian coordinates (Å):
1 O -2.9892 -1.9139 4.2124  C39 1.400, H117 0.960
2 O -2.7792 -0.7652 -4.5784  C36 1.418, H102 0.960
3 O -3.1571 -4.5042 0.8143  C28 1.419, H107 0.960
4 O 2.0250 5.1404 2.5086  C46 1.389, H95 0.960
5 O -1.2565 -0.9387 -0.0710  C37 1.441, H98 0.960
6 O -1.1323 -3.4867 2.4533  C44 1.385, H52 0.960
7 O 0.7443 1.7626 6.5705  C48 1.435, H92 0.960
8 O 3.4797 -0.6060 -3.7193  C47 1.427, H103 0.960
9 O 6.1762 0.1465 -1.5059  C27 1.420, H96 0.960
10 O -0.2204 2.2120 -3.4222  C26 1.458, H56 0.960
11 O -2.0946 3.0493 -1.6722  C31 1.434, H104 0.960
12 O -2.7667 -6.0223 3.0421  C35 1.386, H76 0.960
13 O -0.7685 -2.8109 -3.7180  C40 1.352, H109 0.960
14 O -2.9426 5.5273 -2.9043  C33 1.408, H88 0.960
15 O 2.0822 4.9563 -2.3835  C30 1.453, H68 0.960
16 O -6.2820 -4.4314 0.0649  C38 1.422, H77 0.960
17 O 3.3639 0.7889 -1.5088  C42 1.417, H112 0.960
18 O -0.2196 2.0367 3.6038  C41 1.379, H116 0.960
19 O 6.0779 -1.9648 -3.5389  C34 1.373, H101 0.960
20 O -0.3099 -3.3007 -1.1238  C25 1.403, H89 0.960
21 O 1.7175 -0.5143 0.5350  C45 1.385, H59 0.960
22 O -1.7724 -0.0193 6.4780  C32 1.437, H75 0.960
23 O 1.2592 -3.0400 1.3116  C29 1.425, H82 0.960
24 O -0.7251 4.1541 1.6134  C43 1.398, H81 0.960
25 C 1.0842 -3.4563 -1.1104  O20 1.403, C29 1.551, H99 1.090, H100 1.090
26 C 0.9909 2.8025 -2.8646  O10 1.458, C30 1.537, H71 1.090, H97 1.090
27 C 5.5197 1.0519 -0.6310  O9 1.420, C42 1.549, H61 1.090, H105 1.090
28 C -3.9751 -3.7421 -0.0601  O3 1.419, C38 1.540, H63 1.090, H113 1.090
29 C 1.5155 -3.9907 0.2807  O23 1.425, C25 1.551, H55 1.090, H57 1.090
30 C 0.8878 4.3347 -2.9300  O15 1.453, C26 1.537, H54 1.090, H65 1.090
31 C -3.2373 3.1490 -2.5327  O11 1.434, C33 1.505, H60 1.090, H69 1.090
32 C -2.5175 0.2398 5.2770  O22 1.437, C39 1.605, H64 1.090, H84 1.090
33 C -3.2883 4.2999 -3.5005  O14 1.408, C31 1.505, H49 1.090, H120 1.090
34 C 4.8592 -2.5954 -3.5837  O19 1.373, C47 1.537, H85 1.090, H108 1.090
35 C -2.1084 -5.1630 3.9080  O12 1.386, C44 1.537, H70 1.090, H83 1.090
36 C -1.9607 -0.7704 -3.4206  O2 1.418, C40 1.537, H66 1.090, H67 1.090
37 C -0.4892 0.2782 -0.1622  O5 1.441, C45 1.537, H78 1.090, H87 1.090
38 C -5.1147 -4.5224 -0.7414  O16 1.422, C28 1.540, H51 1.090, H110 1.090
39 C -2.1230 -0.8168 4.1344  O1 1.400, C32 1.605, H91 1.090, H115 1.090
40 C -0.6386 -1.4668 -3.7807  O13 1.352, C36 1.537, H73 1.090, H86 1.090
41 C 1.0558 1.9864 4.1267  O18 1.379, C48 1.500, H94 1.090, H111 1.090
42 C 4.3361 1.7979 -1.2964  O17 1.417, C27 1.549, H74 1.090, H106 1.090
43 C 0.0823 5.1548 1.0649  O24 1.398, C46 1.567, H79 1.090, H118 1.090
44 C -0.8403 -4.4775 3.3756  O6 1.385, C35 1.537, H50 1.090, H80 1.090
45 C 0.6002 0.2083 0.9194  O21 1.385, C37 1.537, H53 1.090, H114 1.090
46 C 1.6236 4.9077 1.1995  O4 1.389, C43 1.567, H62 1.090, H93 1.090
47 C 3.7361 -1.7703 -2.9351  O8 1.427, C34 1.537, H72 1.090, H90 1.090
48 C 1.1329 2.6175 5.4856  O7 1.435, C41 1.500, H58 1.090, H119 1.090
49 H -4.2159 4.2851 -4.0727  C33 1.090
50 H -0.2366 -4.0753 4.1891  C44 1.090
51 H -5.3663 -4.1418 -1.7313  C38 1.090
52 H -0.3296 -3.2907 1.9646  O6 0.960
53 H 0.2259 -0.1901 1.8623  C45 1.090
54 H 0.6346 4.6397 -3.9453  C30 1.090
55 H 1.0731 -4.9452 0.5659  C29 1.090
56 H -0.9242 2.5027 -2.8375  O10 0.960
57 H 2.5670 -4.2477 0.1529  C29 1.090
58 H 2.1453 2.9542 5.7083  C48 1.090
59 H 2.2088 0.0518 -0.0649  O21 0.960
60 H -3.3762 2.2023 -3.0549  C31 1.090
61 H 5.2665 0.6094 0.3324  C27 1.090
62 H 1.7692 3.8504 0.9778  C46 1.090
63 H -3.3287 -3.2455 -0.7836  C28 1.090
64 H -3.5704 0.1277 5.5357  C32 1.090
65 H 0.0392 4.6422 -2.3190  C30 1.090
66 H -2.5421 -1.3255 -2.6845  C36 1.090
67 H -1.9983 0.2541 -3.0502  C36 1.090
68 H 1.8843 5.8952 -2.3530  O15 0.960
69 H -4.0821 3.3716 -1.8809  C31 1.090
70 H -2.8281 -4.4951 4.3813  C35 1.090
71 H 0.9291 2.6013 -1.7951  C26 1.090
72 H 2.8475 -2.3845 -3.0805  C47 1.090
73 H -0.2782 -1.1852 -4.7701  C40 1.090
74 H 3.9541 2.5598 -0.6170  C42 1.090
75 H -2.1234 -0.8156 6.8834  O22 0.960
76 H -3.1281 -5.4889 2.3304  O12 0.960
77 H -6.6497 -3.5449 0.0846  O16 0.960
78 H -1.1555 1.1282 -0.0150  C37 1.090
79 H -0.1146 5.1006 -0.0058  C43 1.090
80 H -0.1882 -5.2207 2.9168  C44 1.090
81 H -1.6307 4.4186 1.4358  O24 0.960
82 H 1.5547 -2.1566 1.0793  O23 0.960
83 H -1.7973 -5.8145 4.7246  C35 1.090
84 H -2.4096 1.2440 4.8672  C32 1.090
85 H 4.9622 -3.5036 -2.9898  C34 1.090
86 H 0.1323 -1.0177 -3.1545  C40 1.090
87 H -0.1000 0.4733 -1.1615  C37 1.090
88 H -2.6745 6.2121 -3.5213  O14 0.960
89 H -0.5716 -2.9002 -1.9560  O20 0.960
90 H 3.8341 -1.5574 -1.8706  C47 1.090
91 H -1.0814 -1.1221 4.2339  C39 1.090
92 H -0.1253 1.4079 6.3715  O7 0.960
93 H 2.2190 5.5394 0.5403  C46 1.090
94 H 1.4155 0.9577 4.1501  C41 1.090
95 H 2.9610 5.3173 2.6272  O4 0.960
96 H 6.7266 -0.4326 -0.9736  O9 0.960
97 H 1.9095 2.3483 -3.2363  C26 1.090
98 H -0.8428 -1.7235 -0.4380  O5 0.960
99 H 1.4355 -4.1430 -1.8805  C25 1.090
100 H 1.5516 -2.4856 -1.2758  C25 1.090
101 H 5.9229 -1.0665 -3.8399  O19 0.960
102 H -3.5887 -0.3252 -4.3086  O2 0.960
103 H 2.9229 -0.8970 -4.4452  O8 0.960
104 H -2.0926 3.8858 -1.2011  O11 0.960
105 H 6.3537 1.7150 -0.4010  C27 1.090
106 H 4.5475 2.2457 -2.2674  C42 1.090
107 H -2.4838 -3.8697 1.0705  O3 0.960
108 H 4.6771 -2.7495 -4.6473  C34 1.090
109 H -1.0384 -3.1610 -4.5702  O13 0.960
110 H -4.8987 -5.5794 -0.8972  C38 1.090
111 H 1.8436 2.4743 3.5528  C41 1.090
112 H 3.6093 0.3683 -2.3361  O17 0.960
113 H -4.3437 -2.9137 0.5448  C28 1.090
114 H 0.9090 1.2304 1.1386  C45 1.090
115 H -2.2370 -0.3150 3.1735  C39 1.090
116 H -0.4441 2.9502 3.4124  O18 0.960
117 H -2.5664 -2.5658 3.6487  O1 0.960
118 H -0.3441 6.1183 1.3439  C43 1.090
119 H 0.5330 3.5213 5.5920  C48 1.090
120 H -2.4999 4.1795 -4.2436  C33 1.090

Output
Charge   0
ΔE to the lowest compared entry with this formula, charge and spin   73.8 kcal/mol
M   744.8 g mol⁻¹
HOMO energy   -9.1 eV
DFT total energy   -2763.11251 hartree


Here is a 12-piece molecular cluster, C24H72O24 overall from the OMol25 dataset. Energies are from ωB97M-V/def2-TZVPD.

Bonds (Å) are listed after each position.
Cartesian coordinates (Å):
1 O -0.6013 1.6283 7.8635  C40 1.376, H49 0.960
2 O 0.8874 -5.9471 -1.8630  C32 1.481, H87 0.960
3 O -4.9227 1.8102 -1.7404  C31 1.453, H85 0.960
4 O -7.4707 2.9484 -1.7097  C26 1.342, H101 0.960
5 O -4.7655 -6.5284 1.3161  C30 1.397, H67 0.960
6 O 3.9432 0.1070 -4.6519  C33 1.451, H83 0.960
7 O 0.7713 7.1245 -0.0804  C41 1.423, H65 0.960
8 O -0.2936 2.5349 -5.2142  C29 1.404, H102 0.960
9 O 4.5431 0.1469 3.5970  C43 1.420, H98 0.960
10 O 0.0526 -4.8411 5.4845  C34 1.418, H90 0.960
11 O -2.7834 -1.8809 -5.3727  C47 1.402, H61 0.960
12 O -3.3611 -5.6616 3.4076  C46 1.390, H71 0.960
13 O 1.5623 4.2922 -3.6315  C27 1.354, H64 0.960
14 O -0.4486 3.4087 5.5485  C44 1.393, H73 0.960
15 O -5.2545 -0.3670 -5.5622  C45 1.431, H58 0.960
16 O 1.6934 -1.4618 -5.2887  C36 1.442, H74 0.960
17 O -1.8797 5.5383 2.0075  C39 1.456, H68 0.960
18 O 0.0375 -1.3329 0.3321  C35 1.377, H70 0.960
19 O 1.0906 -5.3571 2.7739  C28 1.474, H50 0.960
20 O 1.3884 -9.7271 -1.3584  C48 1.424, H57 0.960
21 O 2.7839 4.4740 3.4695  C42 1.446, H78 0.960
22 O 6.1738 1.3011 1.6868  C37 1.446, H80 0.960
23 O 3.2542 7.5968 2.5790  C25 1.379, H114 0.960
24 O -0.8638 0.2222 -1.8917  C38 1.430, H53 0.960
25 C 3.2245 6.8781 3.7559  O23 1.379, C42 1.551, H51 1.090, H77 1.090
26 C -6.4366 3.8016 -1.7778  O4 1.342, C31 1.539, H66 1.090, H92 1.090
27 C 1.0486 4.4772 -4.8706  O13 1.354, C29 1.581, H52 1.090, H116 1.090
28 C 1.8332 -5.2258 4.0402  O19 1.474, C34 1.570, H76 1.090, H97 1.090
29 C -0.4222 3.9204 -5.0286  O8 1.404, C27 1.581, H54 1.090, H60 1.090
30 C -5.1468 -5.3026 1.8663  O5 1.397, C46 1.544, H55 1.090, H99 1.090
31 C -5.1704 3.1386 -1.2074  O3 1.453, C26 1.539, H69 1.090, H100 1.090
32 C 1.0543 -7.3843 -2.1807  O2 1.481, C48 1.633, H95 1.090, H109 1.090
33 C 3.9825 -1.3312 -4.4669  O6 1.451, C36 1.558, H94 1.090, H110 1.090
34 C 1.1115 -5.7701 5.3243  O10 1.418, C28 1.570, H81 1.090, H96 1.090
35 C 0.6789 -0.1721 -0.0390  O18 1.377, C38 1.602, H63 1.090, H86 1.090
36 C 2.9881 -2.0876 -5.3978  O16 1.442, C33 1.558, H59 1.090, H119 1.090
37 C 5.8191 -0.0933 1.5400  O22 1.446, C43 1.561, H56 1.090, H108 1.090
38 C -0.3791 0.8368 -0.6949  O24 1.430, C35 1.602, H103 1.090, H112 1.090
39 C -1.2221 6.5148 1.1515  O17 1.456, C41 1.594, H88 1.090, H113 1.090
40 C -0.1201 1.3428 6.6059  O1 1.376, C44 1.506, H107 1.090, H117 1.090
41 C -0.0526 5.9980 0.1990  O7 1.423, C39 1.594, H62 1.090, H115 1.090
42 C 3.7906 5.4378 3.8557  O21 1.446, C25 1.551, H84 1.090, H111 1.090
43 C 5.2332 -0.8050 2.8004  O9 1.420, C37 1.561, H82 1.090, H93 1.090
44 C -0.8222 2.0680 5.4884  O14 1.393, C40 1.506, H75 1.090, H105 1.090
45 C -4.8997 -1.4885 -6.3777  O15 1.431, C47 1.477, H106 1.090, H118 1.090
46 C -3.7543 -4.8458 2.3537  O12 1.390, C30 1.544, H79 1.090, H120 1.090
47 C -3.4328 -1.3844 -6.5120  O11 1.402, C45 1.477, H91 1.090, H104 1.090
48 C 0.8217 -8.4747 -0.9869  O20 1.424, C32 1.633, H72 1.090, H89 1.090
49 H -0.2125 2.4828 8.0644  O1 0.960
50 H 0.4927 -4.6109 2.8594  O19 0.960
51 H 3.6332 7.5145 4.5408  C25 1.090
52 H 1.7460 4.0716 -5.6035  C27 1.090
53 H -1.7317 -0.1620 -1.7475  O24 0.960
54 H -0.6869 4.4220 -5.9594  C29 1.090
55 H -5.8452 -5.4690 2.6864  C30 1.090
56 H 5.1383 -0.2737 0.7081  C37 1.090
57 H 2.1803 -9.7164 -0.8157  O20 0.960
58 H -5.7860 -0.7090 -4.8396  O15 0.960
59 H 2.8349 -3.1558 -5.2445  C36 1.090
60 H -1.1189 4.0914 -4.2080  C29 1.090
61 H -1.8556 -1.9836 -5.5968  O11 0.960
62 H 0.4418 5.2789 0.8520  C41 1.090
63 H 1.2324 0.1339 0.8487  C35 1.090
64 H 1.5774 3.3335 -3.5849  O13 0.960
65 H 1.1410 6.9281 -0.9443  O7 0.960
66 H -6.0947 4.1674 -2.7459  C26 1.090
67 H -4.1214 -6.9158 1.9133  O5 0.960
68 H -1.5127 5.5692 2.8941  O17 0.960
69 H -5.3772 3.1700 -0.1376  C31 1.090
70 H -0.2795 -1.6834 -0.5035  O18 0.960
71 H -2.4649 -5.4703 3.6935  O12 0.960
72 H -0.2291 -8.5265 -0.7020  C48 1.090
73 H 0.3995 3.3647 5.1009  O14 0.960
74 H 1.7892 -0.5081 -5.2347  O16 0.960
75 H -0.4614 1.6112 4.5668  C44 1.090
76 H 2.8339 -5.6291 3.8848  C28 1.090
77 H 2.1836 6.7182 4.0372  C25 1.090
78 H 3.1536 3.5882 3.4543  O21 0.960
79 H -2.9298 -4.9083 1.6435  C46 1.090
80 H 7.0483 1.3938 1.3017  O22 0.960
81 H 0.6470 -6.7307 5.1015  C34 1.090
82 H 4.7054 -1.7169 2.5213  C43 1.090
83 H 4.0320 0.2998 -5.5881  O6 0.960
84 H 4.0103 5.3306 4.9179  C42 1.090
85 H -4.6958 1.8725 -2.6711  O3 0.960
86 H 1.4249 -0.3867 -0.8042  C35 1.090
87 H 1.7119 -5.5619 -2.1685  O2 0.960
88 H -1.8739 7.0958 0.4990  C39 1.090
89 H 1.2215 -8.1574 -0.0238  C48 1.090
90 H 0.4686 -4.1532 6.0092  O10 0.960
91 H -3.0089 -0.4021 -6.7210  C47 1.090
92 H -6.6821 4.6903 -1.1965  C26 1.090
93 H 5.9960 -1.1754 3.4852  C43 1.090
94 H 3.8259 -1.4504 -3.3948  C33 1.090
95 H 0.2435 -7.6854 -2.8440  C32 1.090
96 H 1.8596 -5.8752 6.1100  C34 1.090
97 H 2.1104 -4.1931 4.2520  C28 1.090
98 H 5.2196 0.6748 4.0274  O9 0.960
99 H -5.6456 -4.7760 1.0527  C30 1.090
100 H -4.4142 3.9069 -1.3685  C31 1.090
101 H -7.0251 2.0996 -1.7597  O4 0.960
102 H -0.6071 2.0508 -4.4468  O8 0.960
103 H -1.1900 0.9354 0.0268  C38 1.090
104 H -3.1262 -2.0665 -7.3050  C47 1.090
105 H -1.8894 2.1767 5.6817  C44 1.090
106 H -5.3005 -2.4047 -5.9441  C45 1.090
107 H 0.9379 1.5795 6.4939  C40 1.090
108 H 6.7634 -0.6218 1.4089  C37 1.090
109 H 1.9580 -7.5671 -2.7621  C32 1.090
110 H 5.0253 -1.6208 -4.5964  C33 1.090
111 H 4.7079 5.3113 3.2807  C42 1.090
112 H -0.0054 1.7648 -1.1275  C38 1.090
113 H -0.8029 7.2465 1.8422  C39 1.090
114 H 2.5278 7.3070 2.0222  O23 0.960
115 H -0.3538 5.3314 -0.6090  C41 1.090
116 H 0.9687 5.5554 -5.0091  C27 1.090
117 H -0.1999 0.2678 6.4439  C40 1.090
118 H -5.2666 -1.3430 -7.3938  C45 1.090
119 H 3.1387 -1.9878 -6.4727  C36 1.090
120 H -3.7991 -3.8154 2.7064  C46 1.090

Output
Charge   0
ΔE to the lowest compared entry with this formula, charge and spin   174.3 kcal/mol
M   744.8 g mol⁻¹
HOMO energy   -9.6 eV
DFT total energy   -2762.95243 hartree